No. 1
C7H9N3O3S2 | the ωB97M-V functional and the def2-TZVPD basis

```
24
Properties=species:S:1:pos:R:3:lowdin_charge:R:1
C 1.80236 -1.36000 -1.98727 -0.07
C 1.09295 -1.82313 -0.92125 -0.04
C 1.57381 -0.03422 -2.54543 0.04
C 0.25165 -0.95964 -0.20316 -0.27
C 0.79259 0.82564 -1.83349 -0.27
C 0.13762 0.40044 -0.62782 -0.15
C -0.42659 -1.23298 1.04558 -0.27
N -1.26127 2.61150 -0.74438 -0.19
N -0.80792 1.64004 1.74268 -0.24
N -2.78320 -1.26557 2.42037 -0.16
O -2.85756 -2.22126 0.18977 -0.26
O -2.32250 0.52936 0.24748 -0.43
O 0.64246 2.02543 -2.38313 0.14
S -1.06356 1.46568 0.25626 0.67
S -2.20080 -1.33708 1.07067 0.78
H 2.44026 -2.05925 -2.61708 0.12
H 1.50504 -2.79472 -0.43718 0.16
H 1.83997 0.10842 -3.51524 0.09
H -0.11933 -2.12090 1.63053 0.13
H -0.30127 -0.39585 1.76297 0.08
H -1.89679 3.31071 -0.49247 0.01
H 0.00113 2.27126 1.93690 0.05
H -2.32626 -0.37487 2.75485 0.05
H -0.07485 2.54847 -2.00919 0.05
```

**E_tot**: -1458.186870 Eh
**2S+1**: 3
**<S²>**: 2.012
**HOMO level (spin up / spin down)**: -5.759 / -9.353 eV
**Relative energy (zero: lowest compared OMol25 entry of this formula, charge and spin)**: 254.3 kJ/mol

***

No. 2
C7H9N3O4 | the ωB97M-V functional and the def2-TZVPD basis

```
23
Properties=species:S:1:pos:R:3:lowdin_charge:R:1
C -1.88648 0.94294 0.54181 -0.40
C 0.53262 1.82942 0.32488 -0.41
C 0.51590 -1.30318 0.08738 -0.34
C -1.98396 -0.41409 0.07103 -0.23
C 1.69930 0.96802 0.14762 -0.11
C -3.31338 -0.99441 -0.15453 -0.04
C 3.05579 1.61151 -0.04963 -0.02
N -0.64805 1.42681 1.06318 0.16
N -0.91765 -1.27735 0.12507 0.16
N 1.53439 -0.38154 0.27798 0.01
O -2.88173 1.66734 0.62439 0.07
O 0.63102 2.98211 0.03809 0.12
O 0.91060 -2.48091 -0.04296 0.02
O 2.77400 -1.04510 0.21581 0.05
H -4.05838 -0.19448 0.15312 0.10
H -3.31341 -2.08784 0.31979 0.13
H -3.49166 -1.02540 -1.25630 0.10
H 3.27077 1.78271 -1.14650 0.11
H 3.93115 0.98668 0.30290 0.10
H 3.21202 2.59381 0.41505 0.09
H -0.80438 2.26229 1.48528 0.09
H -1.10333 -2.30064 -0.06552 0.17
H 2.60008 -1.94263 -0.02229 0.07
```

**E_tot**: -737.220888 Eh
**HOMO level (spin up / spin down)**: -7.937 / -7.950 eV
**Relative energy (zero: lowest compared OMol25 entry of this formula, charge and spin)**: 429.8 kJ/mol

***

No. 3
C7H9N4S | the ωB97M-V functional and the def2-TZVPD basis

```
21
Properties=species:S:1:pos:R:3:lowdin_charge:R:1
C 0.57805 2.23997 1.88437 -0.05
C -0.20199 2.41018 0.78216 -0.06
C 1.16212 0.97123 1.98179 -0.02
C -0.40127 1.40909 -0.19025 -0.05
C 0.85564 -0.13556 1.13440 0.01
C 0.11086 0.15007 -0.01323 -0.35
C -1.52605 -1.57440 -0.80127 -0.15
N -1.26202 -2.98712 -0.95843 0.06
N -0.06147 -3.15181 -0.84428 0.02
N 0.64700 -2.04161 -0.73611 -0.02
N -0.15679 -0.90489 -0.88369 -0.44
S -0.08916 -0.23753 -2.68264 0.97
H 0.71016 3.14563 2.46527 0.13
H -0.65868 3.40197 0.68246 0.13
H 1.75219 0.78715 2.85114 0.10
H -1.02785 1.61544 -1.07496 0.11
H 1.13079 -1.18969 1.37514 0.13
H -2.28920 -1.19617 -1.62446 0.15
H -2.04819 -1.35540 0.08957 0.12
H 1.70655 -2.00593 -0.75196 0.21
H 1.06930 0.64936 -2.68501 -0.01
```

**E_tot**: -888.818066 Eh
**2S+1**: 3
**Total charge**: +1
**<S²>**: 2.007
**HOMO level (spin up / spin down)**: -11.789 / -13.570 eV
**Relative energy (zero: lowest compared OMol25 entry of this formula, charge and spin)**: 344.8 kJ/mol

***

No. 4
C7H9NO | the ωB97M-V functional and the def2-TZVPD basis

```
18
Properties=species:S:1:pos:R:3:lowdin_charge:R:1
C 2.37307 -0.23190 0.18175 -0.27
C 0.94509 0.30481 0.44488 -0.29
C 0.29240 1.39252 -0.34614 -0.10
C -0.08090 -0.05225 -0.60333 -0.22
C -1.56159 -0.49923 -0.46830 -0.06
C -2.43374 0.29856 0.14188 -0.08
C -3.65252 -0.47305 0.14997 -0.25
H 2.78506 -1.95689 0.86686 0.11
H 2.38357 0.17834 -0.88741 0.13
H 3.16032 0.26254 0.80461 0.13
H 0.84403 0.57534 1.62927 0.18
H -0.26414 1.98298 0.48567 0.14
H 0.98628 1.87771 -0.98887 0.09
H 0.32387 -0.79890 -1.53121 0.21
H -1.69590 -1.55671 -0.67607 0.12
H -2.22086 1.20960 0.71665 0.12
N -4.76980 -0.91026 0.12347 0.12
O 2.58574 -1.60322 -0.04369 -0.07
```

**E_tot**: -401.956202 Eh
**HOMO level**: -9.695 eV
**SMILES**: N#C/C=C/[C@H]1C[C@@H]1CO
**Relative energy (zero: lowest compared OMol25 entry of this formula, charge and spin)**: 485.2 kJ/mol

***

No. 5
C7H9NO2 | the ωB97M-V functional and the def2-TZVPD basis

```
19
Properties=species:S:1:pos:R:3:lowdin_charge:R:1
C -1.46924 -1.12364 -0.28237 0.04
C -0.16239 -1.05015 -0.11329 -0.18
C -2.37086 -0.08296 0.04472 -0.51
C -1.94419 2.15877 -0.65405 -0.03
C 1.15111 -0.57541 0.12564 -0.42
C 1.72447 -0.79520 1.63498 0.04
C 1.89693 0.23657 -0.97275 0.00
N -1.77299 1.21518 0.09435 0.09
O 0.91236 -1.88354 -0.37726 0.05
O -3.50350 -0.28073 0.33977 0.11
H -1.83388 -2.11932 -0.47436 0.13
H -1.41214 3.03502 -0.40584 0.06
H -2.81590 2.36824 -1.29262 0.10
H 2.46194 -0.06717 1.72354 0.03
H 2.17768 -1.76239 1.81306 0.08
H 0.84713 -0.49009 2.27963 0.10
H 1.17381 0.47612 -1.79045 0.09
H 2.75331 -0.43646 -1.28478 0.11
H 2.18637 1.17716 -0.40791 0.10
```

**E_tot**: -477.240245 Eh
**HOMO level**: -9.525 eV
**SMILES**: C=NC(=O)/C=C1/OC1(C)C
**Relative energy (zero: lowest compared OMol25 entry of this formula, charge and spin)**: 398.2 kJ/mol

***

No. 6
C7H9NO2S | the ωB97M-V functional and the def2-TZVPD basis

```
20
Properties=species:S:1:pos:R:3:lowdin_charge:R:1
C -0.48443 0.61714 -1.72468 -0.17
C 0.23621 0.07690 -0.76467 -0.28
C 0.60968 -0.84537 1.45197 -0.41
C 1.47530 -1.71008 0.57956 -0.28
C -1.75232 0.18375 0.61519 -0.13
C -2.11039 1.39737 -0.15793 -0.16
C -0.20670 0.16874 0.65167 -0.26
N 3.04045 0.08052 -0.69292 -0.41
O 0.62276 -0.80342 2.63811 0.13
O -1.68448 1.23181 -1.56346 -0.08
S 1.92682 -0.92264 -1.00134 0.91
H -0.22217 0.73927 -2.80904 0.15
H 2.45879 -1.87729 1.14646 0.13
H 1.09828 -2.74869 0.37927 0.11
H -1.92281 0.08748 1.69327 0.13
H -2.09505 -0.70378 0.03057 0.15
H -3.23425 1.44454 -0.26409 0.14
H -1.63125 2.32310 0.32932 0.16
H 0.07794 1.18340 0.90572 0.15
H 3.79762 0.07728 -1.44299 0.01
```

**E_tot**: -875.427307 Eh
**HOMO level**: -8.678 eV
**Relative energy (zero: lowest compared OMol25 entry of this formula, charge and spin)**: 325.6 kJ/mol

***

No. 7
C7H9NO2S | the ωB97M-V functional and the def2-TZVPD basis

```
20
Properties=species:S:1:pos:R:3:lowdin_charge:R:1
C 1.49981 2.89391 -0.82728 0.01
C 1.98587 1.96084 -0.29032 -0.04
C -1.95948 -0.21306 -0.26275 -0.06
C -0.03960 -2.03478 -0.63111 -0.13
C -0.52498 0.66131 1.30238 -0.11
C -0.47422 -0.61121 -0.63535 -0.33
C 0.25848 -0.13855 0.58042 -0.29
N -1.78376 0.85031 0.81062 0.03
O 1.90012 -2.09348 1.60261 -0.31
O 2.41314 -1.13563 -0.61906 -0.34
S 1.41998 -1.48363 0.40365 0.74
H 0.80547 3.66191 -1.02263 0.01
H 2.87775 1.52098 0.20954 0.07
H -2.41773 0.20310 -1.13450 0.10
H -2.53679 -0.99243 0.13424 0.10
H -0.79208 -2.60711 -0.23383 0.08
H 0.40616 -2.46861 -1.50108 0.10
H -0.37004 1.16534 2.25334 0.14
H -0.19317 -0.13057 -1.59368 0.15
H -2.47494 0.99137 1.45483 0.08
```

**E_tot**: -875.351440 Eh
**HOMO level**: -8.480 eV
**Relative energy (zero: lowest compared OMol25 entry of this formula, charge and spin)**: 524.8 kJ/mol

***

No. 8
C7H9NO4 | the ωB97M-V functional and the def2-TZVPD basis

```
21
Properties=species:S:1:pos:R:3:lowdin_charge:R:1
C 2.59986 -1.01373 -0.11560 -0.32
C 2.85529 -2.45424 -0.54261 -0.19
C 1.40633 -1.00715 0.82613 -0.21
C -3.03954 1.95878 -1.04286 0.07
C -2.25087 1.37902 -0.14233 -0.27
C -2.18339 -0.05997 0.29160 -0.11
C -1.22093 2.00004 0.68883 -0.09
H 2.59288 0.69904 -1.01456 0.10
H 3.48092 -0.71029 0.48429 0.17
H 2.89063 -3.15818 0.31477 0.14
H 0.53167 -0.46032 0.43952 0.10
H -2.97753 3.01787 -1.25280 0.06
H -3.78976 1.40743 -1.59814 0.07
H -1.89425 -0.73212 -0.50271 0.13
H -3.11268 -0.41071 0.75845 0.14
H -0.93199 3.04788 0.69504 0.13
N -0.62408 1.17580 1.46852 0.07
O 2.39878 -0.21040 -1.24467 0.00
O 3.00918 -2.79166 -1.68578 0.09
O 1.40936 -1.58997 1.88352 0.08
O -1.14987 -0.08711 1.29139 -0.18
```

**E_tot**: -627.714366 Eh
**HOMO level**: -9.263 eV
**SMILES**: C=C1C=NOC1.O=CC(O)C=O
**Relative energy (zero: lowest compared OMol25 entry of this formula, charge and spin)**: 346.5 kJ/mol

***

No. 9
C7H9NOS | the ωB97M-V functional and the def2-TZVPD basis

```
19
Properties=species:S:1:pos:R:3:lowdin_charge:R:1
C 0.48765 1.68306 -2.11058 -0.11
C -0.80419 1.54715 -2.50084 -0.40
C 0.74526 0.91661 -0.94624 -0.30
C -0.32761 0.12219 -0.58881 -0.43
C 0.04675 -0.63639 0.66310 -0.49
C -0.64196 -0.01516 1.86999 -0.03
C -0.09268 -2.19764 0.60584 0.00
N 1.49980 -0.23145 0.80409 0.05
O 1.92042 0.68063 -0.23648 -0.03
S -1.78385 0.50909 -1.47446 1.01
H 1.28046 2.30624 -2.65626 0.14
H -1.31119 1.89069 -3.35047 0.04
H -0.47904 -0.49074 2.86516 0.11
H -1.66227 -0.08584 1.79035 0.06
H -0.38398 0.95563 1.98297 0.05
H 0.26756 -2.40307 1.54662 0.04
H 0.59902 -2.59958 -0.25221 0.13
H -1.09948 -2.32702 0.44657 0.05
H 1.73932 0.37560 1.54165 0.10
```

**E_tot**: -800.195131 Eh
**HOMO level**: -8.004 eV
**SMILES**: CC1(C)NOc2ccsc21
**Relative energy (zero: lowest compared OMol25 entry of this formula, charge and spin)**: 233.7 kJ/mol

***

No. 10
C7H9NS | the ωB97M-V functional and the def2-TZVPD basis

```
18
Properties=species:S:1:pos:R:3:lowdin_charge:R:1
C 0.61825 -0.61056 -2.19564 -0.05
C 1.62824 0.11092 -1.72961 -0.01
C -0.41367 -0.22796 -1.19793 -0.27
C 0.83863 0.75890 -0.51443 -0.09
C -0.59517 -1.17014 0.07707 -0.16
C 0.60838 -0.75219 0.76364 -0.45
C -1.01186 0.90058 2.22991 -0.47
N -0.51938 1.11592 -0.82071 0.01
S 0.45499 -0.07256 2.44173 0.78
H 0.48499 -1.37648 -2.94190 0.10
H 2.61963 0.31983 -1.81580 0.06
H -1.52084 -0.78441 0.54771 0.11
H -0.64382 -2.08579 -0.32726 0.07
H 1.56885 -1.16950 0.63267 0.07
H -1.09235 1.18942 1.08030 0.05
H -0.72397 1.85432 2.88727 0.07
H -1.91983 0.28189 2.51273 0.04
H -0.38107 1.71780 -1.62972 0.13
```

**E_tot**: -724.808141 Eh
**HOMO level**: -7.845 eV
**Relative energy (zero: lowest compared OMol25 entry of this formula, charge and spin)**: 618.0 kJ/mol

***

No. 11
C7H9NSe | the ωB97M-V functional and the def2-TZVPD basis

```
18
Properties=species:S:1:pos:R:3:lowdin_charge:R:1
C 2.78426 0.13713 0.29855 -0.04
C 2.02862 1.31797 0.21719 -0.07
C 2.18893 -1.00990 -0.21268 -0.02
C 0.81216 1.29223 -0.37416 -0.22
C 0.85326 -0.92575 -0.71919 -0.11
C -2.81871 -1.10429 -0.37193 -0.35
C -2.20201 0.79987 1.62207 -0.43
N 0.17752 0.19758 -0.72600 -0.04
Se -2.44536 0.82406 -0.09656 0.91
H 3.68522 -0.01449 0.71126 0.07
H 2.49718 2.31253 0.53779 0.13
H 2.62082 -1.90311 -0.26666 0.05
H 0.16646 2.28780 -0.43868 0.13
H -2.02996 -1.53007 -1.04441 0.02
H -2.90279 -1.50294 0.67551 0.04
H -3.69344 -1.21672 -0.85715 -0.05
H 0.27611 -1.70591 -1.06159 0.07
H -1.99827 1.74400 2.10664 -0.10
```

**E_tot**: -2728.141106 Eh
**HOMO level**: -7.760 eV
**Relative energy (zero: lowest compared OMol25 entry of this formula, charge and spin)**: 352.6 kJ/mol

***

No. 12
C7H9O6S | the ωB97M-V functional and the def2-TZVPD basis

```
23
Properties=species:S:1:pos:R:3:lowdin_charge:R:1
C 0.62904 -1.77281 -0.97478 -0.01
C 1.57085 -0.87675 -1.02524 -0.01
C -0.78126 -1.39067 -0.72072 -0.33
C -1.11785 -0.14826 -0.52963 -0.18
C -0.08072 0.90232 -0.49295 -0.10
C 1.35283 0.52993 -0.49640 -0.53
C 1.26280 0.75127 1.99917 -0.07
O -2.41651 0.11298 1.63964 -0.34
O -3.74511 -0.69176 -0.30111 -0.38
O -3.01117 1.63071 -0.20599 -0.33
O -1.66615 -2.44706 -0.75200 -0.02
O 2.11915 1.39185 -1.27899 0.03
O 2.01265 0.68198 0.79396 -0.11
S -2.78174 0.31450 0.25502 0.46
H 0.94677 -2.81265 -1.19974 0.12
H 2.67318 -1.15982 -1.30998 0.15
H -0.20439 1.55756 -1.40098 0.16
H -0.30204 1.55612 0.32093 0.10
H 1.70242 1.54942 2.68251 0.11
H 1.16244 -0.19316 2.45193 0.08
H 0.29293 1.11046 1.87072 0.04
H -2.57883 -2.05910 -0.41846 0.10
H 2.96074 1.46294 -0.90690 0.06
```

**E_tot**: -1121.783205 Eh
**Total charge**: -1
**HOMO level**: -4.771 eV
**SMILES**: CO[C@@]1(O)C=CC(O)=C(S(=O)(=O)[O-])C1
**Relative energy (zero: lowest compared OMol25 entry of this formula, charge and spin)**: 0.0 kJ/mol

***

No. 13
C7H9P | the ωB97M-V functional and the def2-TZVPD basis

```
17
Properties=species:S:1:pos:R:3:lowdin_charge:R:1
C 2.10816 1.31252 0.07610 -0.21
C 1.76569 0.20493 -0.23984 -0.31
C -1.73524 -1.87329 0.34480 -0.24
C -0.68989 -0.81006 0.08103 -0.43
C -2.63655 -1.80001 1.33411 -0.03
C -0.37973 -0.59485 -1.45324 -0.36
C 2.45269 2.64893 0.18987 -0.15
P 1.03251 -1.35009 -0.55664 0.93
H -1.78522 -2.88855 -0.23355 0.13
H -0.69562 0.10563 0.57155 0.07
H -3.33395 -2.61461 1.50588 0.05
H -2.60128 -0.78258 1.84927 0.08
H -0.97112 -1.24249 -2.17648 0.08
H -0.24759 0.41961 -1.87974 0.07
H 3.65376 2.82207 0.25286 0.14
H 2.00960 3.27699 -0.70874 0.12
H 2.05377 3.16584 1.04276 0.06
```

**E_tot**: -613.331257 Eh
**HOMO level**: -8.598 eV
**SMILES**: C=C[C@@H]1CP1C#CC
**Relative energy (zero: lowest compared OMol25 entry of this formula, charge and spin)**: 255.9 kJ/mol

***

No. 14
C7HAgF7O5S | the ωB97M-V functional and the def2-TZVPD basis

```
22
Properties=species:S:1:pos:R:3:lowdin_charge:R:1
O 4.07415 -1.45522 1.05313 0.49
C 3.19643 -0.99263 0.29631 -0.28
C 2.29091 0.13457 0.72851 0.17
C 1.45718 0.30132 -0.29616 -0.12
S 0.16645 1.57065 -0.25162 0.82
O -0.14903 1.97084 -1.60510 -0.31
O 0.68187 2.56007 0.64466 -0.24
C -1.35571 0.73473 0.57238 -0.46
F -2.35264 1.48809 0.16584 0.20
F -1.14049 0.86891 1.86134 0.20
C -1.53796 -0.74100 0.14084 -0.35
F -0.55485 -1.45358 0.73214 0.16
F -1.33704 -0.78030 -1.18961 0.17
C -2.93012 -1.35133 0.49458 -0.57
F -3.21042 -1.05273 1.75710 0.22
F -3.84519 -0.83484 -0.30450 0.23
F -2.86133 -2.65119 0.33420 0.24
C 1.76800 -0.65745 -1.40714 -0.26
O 1.33195 -0.89848 -2.44209 0.35
O 2.97959 -1.40262 -0.90096 0.25
H 2.36706 0.66343 1.67674 0.18
Ag 0.96119 3.97876 -2.06059 0.93
```

**E_tot**: -1886.926473 Eh
**2S+1**: 2
**Total charge**: +2
**<S²>**: 0.757
**HOMO level (spin up / spin down)**: -19.125 / -19.132 eV